[1]
Formula: C5H8OS
Source: the Open Molecules 2025 dataset
Level of theory: ωB97M-V with the def2-TZVPD basis set

Last column: Mulliken charge in e.
Cartesian coordinates (Å):
C 0.18 0.82 -1.01  -0.1161
C -0.98 -0.14 -0.71  -0.0951
C -0.38 -1.17 0.23  -0.8514
C 0.33 -0.21 1.17  -0.6877
C -0.07 1.07 0.51  -0.1338
H 1.99 -0.92 -0.95  0.1117
H -0.20 1.79 -1.40  0.3563
H -1.78 -0.42 -1.43  0.3954
H 0.32 -1.88 -0.22  0.2808
H -1.18 -1.80 0.80  0.2933
H 1.44 -0.15 1.30  0.2878
H -0.25 -0.22 2.10  0.3350
H 0.22 2.07 0.86  0.5122
O -1.46 0.84 0.25  -0.4708
S 1.82 0.31 -1.50  -0.2173

Properties
Maximum force   0.0510 Eh/bohr
Orbital gap   9.93 eV
M   116.18 g mol⁻¹
Lowest unoccupied orbital energy   0.78 eV
Charge   0
Total energy   -18195.3555 eV


[2]
Formula: C5H8OS
Source: the Open Molecules 2025 dataset
Level of theory: ωB97M-V with the def2-TZVPD basis set

Last column: Mulliken charge in e.
Cartesian coordinates (Å):
C 0.20 -1.07 -0.08  -0.6067
C 1.42 -1.03 0.33  -0.5317
C 0.15 1.51 -0.21  -1.2418
C -0.60 0.18 -0.50  0.8380
C -1.95 -0.05 0.31  -1.0845
O 3.41 0.30 -0.70  -0.4622
S 2.57 0.30 0.49  0.3082
H -0.35 -1.94 -0.12  0.5682
H 1.99 -1.96 0.64  0.2721
H 0.70 1.94 -0.99  0.4700
H -0.01 1.87 0.79  0.3584
H -0.90 0.15 -1.58  0.2304
H -2.89 -0.21 -0.33  0.2510
H -2.05 0.87 0.97  0.2747
H -1.70 -0.87 1.00  0.3560

Properties
Maximum force   0.0830 Eh/bohr
Orbital gap (alpha / beta)   8.06 / 8.46 eV
M   116.18 g mol⁻¹
Lowest unoccupied orbital energy (alpha / beta)   -0.39 / 0.05 eV
Charge   0
Total energy   -18193.1144 eV


[3]
Formula: C5H8OS
Source: the Open Molecules 2025 dataset
Level of theory: ωB97M-V with the def2-TZVPD basis set

Last column: Mulliken charge in e.
Cartesian coordinates (Å):
C -2.07 -0.53 -0.39  -0.9414
C -0.90 -0.01 0.66  -0.5878
C 0.08 0.99 0.24  -0.0766
C 1.40 1.14 -0.24  -0.5096
C 2.30 -0.03 -0.08  0.3161
H -1.56 -0.91 -1.39  0.2663
H -2.78 0.17 -0.87  0.3243
H -2.87 -1.21 0.10  0.2886
H -0.64 -0.84 1.22  0.4611
H -1.53 0.69 1.26  0.2974
H -0.86 1.83 -0.09  0.1122
H 1.82 1.99 -0.69  0.4547
H 2.15 -1.99 0.25  0.3296
O 1.49 -1.16 -0.02  -0.4573
S 3.97 -0.10 0.04  -0.2779

Properties
Maximum force   0.1157 Eh/bohr
Orbital gap   8.34 eV
M   116.18 g mol⁻¹
Lowest unoccupied orbital energy   -0.51 eV
Structure (SMILES)   CC/C=C\C(O)=S
Charge   0
Total energy   -18193.8561 eV


[4]
Formula: C5H8OS
Source: the Open Molecules 2025 dataset
Level of theory: ωB97M-V with the def2-TZVPD basis set

Last column: Mulliken charge in e.
Cartesian coordinates (Å):
C 0.32 -0.52 1.96  -1.2952
C -0.33 -0.76 0.62  0.6355
C 0.72 -1.11 -0.41  -0.9523
C -0.33 1.41 -0.04  -0.8444
C -1.12 0.16 -0.15  -0.0041
H 0.42 -1.57 2.37  0.3421
H -0.16 -0.09 2.92  0.2978
H 1.31 0.04 1.71  0.3244
H 0.42 -1.85 -1.14  0.4630
H 1.45 -1.85 0.04  0.3931
H -0.64 2.36 -0.55  0.3825
H -0.22 1.68 0.92  0.4406
H -1.27 -0.05 -1.28  0.3597
O -1.71 -0.54 0.64  -0.3914
S 1.05 0.67 -1.37  -0.1512

Properties
Maximum force   0.2449 Eh/bohr
Orbital gap   9.20 eV
M   116.18 g mol⁻¹
Lowest unoccupied orbital energy   0.48 eV
Structure (SMILES)   C[C@@]12CSC[C@@H]1O2
Charge   0
Total energy   -18190.4948 eV


[5]
Formula: C5H8OS2
Source: the Open Molecules 2025 dataset
Level of theory: ωB97M-V with the def2-TZVPD basis set

Last column: Mulliken charge in e.
Cartesian coordinates (Å):
C -1.77 -0.38 0.26  -0.4553
C -0.64 0.47 0.80  -0.7892
C 0.19 1.13 -0.14  0.0263
C 1.36 0.84 -0.57  -0.4464
C 2.24 -0.28 -0.19  0.2184
H -1.60 -0.80 -1.62  0.3680
H -2.18 -1.03 1.06  0.2545
H -2.59 0.29 -0.18  0.3460
H -0.91 1.13 1.62  0.4272
H -0.06 -0.29 1.34  0.2921
H -0.35 2.12 -0.40  0.2265
H 1.72 1.71 -1.09  0.3618
H 0.38 -1.72 -0.42  0.2404
O -1.24 -1.30 -0.69  -0.5369
S 1.64 -1.82 0.16  -0.2497
S 3.81 -0.07 0.07  -0.2837

Properties
Maximum force   0.1213 Eh/bohr
Orbital gap   8.09 eV
M   148.25 g mol⁻¹
Lowest unoccupied orbital energy   -0.25 eV
Charge   0
Total energy   -29029.9607 eV


[6]
Formula: C5H8P2
Source: the Open Molecules 2025 dataset
Level of theory: ωB97M-V with the def2-TZVPD basis set

Last column: Mulliken charge in e.
Cartesian coordinates (Å):
C 2.14 0.85 0.47  -0.2687
C -0.48 -1.01 -0.05  0.1183
C -0.70 0.26 -0.11  0.5924
C -0.17 -2.27 -0.04  -0.8897
C -2.08 0.86 -0.23  -1.3411
P 3.09 -0.40 -0.12  -0.0424
P 0.62 1.55 -0.19  -0.0392
H 2.60 1.49 1.22  0.3225
H -0.08 -2.84 0.87  0.2526
H 2.16 -0.88 -1.06  -0.0417
H -0.04 -2.82 -0.97  0.2836
H -2.61 0.81 0.72  0.2978
H -2.67 0.32 -0.97  0.3261
H -2.01 1.90 -0.53  0.3992
H 0.22 2.17 1.00  0.0303

Properties
Maximum force   0.0159 Eh/bohr
Orbital gap   8.46 eV
M   130.07 g mol⁻¹
Lowest unoccupied orbital energy   -0.03 eV
Structure (SMILES)   [H]/P=C\PC(C)=C=C
Charge   0
Total energy   -23888.9806 eV


[7]
Formula: C5H8S
Source: the Open Molecules 2025 dataset
Level of theory: ωB97M-V with the def2-TZVPD basis set

Last column: Mulliken charge in e.
Cartesian coordinates (Å):
C 0.85 -1.36 0.17  -0.6491
C 0.73 1.39 -0.09  -0.7704
C -0.43 0.61 0.39  -0.0046
C -1.66 -0.08 -0.09  -0.4141
C -0.36 -0.67 -0.40  -0.1378
H 1.16 -2.23 -0.47  0.3300
H 0.79 -1.64 1.26  0.2963
H 1.00 2.18 0.61  0.3737
H 0.70 1.80 -1.11  0.2966
H -0.35 0.40 1.48  0.1496
H -2.35 -0.25 0.77  0.2589
H -2.03 0.31 -1.02  0.2506
H -0.13 -0.48 -1.45  0.1690
S 2.08 0.02 -0.06  -0.1487

Properties
Maximum force   0.0396 Eh/bohr
Orbital gap   9.60 eV
M   100.19 g mol⁻¹
Lowest unoccupied orbital energy   1.07 eV
Structure (SMILES)   C1SC[C@H]2C[C@H]12
Charge   0
Total energy   -16147.0809 eV


[8]
Formula: C5H8S
Source: the Open Molecules 2025 dataset
Level of theory: ωB97M-V with the def2-TZVPD basis set

Last column: Mulliken charge in e.
Cartesian coordinates (Å):
C -0.50 1.07 -0.42  -0.6294
C -1.85 0.91 -0.43  -0.1463
C 0.26 0.00 0.01  1.2121
C 1.64 0.33 0.27  -1.4233
C -0.03 -1.48 0.11  -1.3635
S -2.68 -0.36 0.04  -0.3933
H -0.09 2.03 -0.43  0.3218
H -2.42 1.73 -0.84  0.3045
H 1.68 0.72 1.25  0.3309
H 2.10 1.13 -0.36  0.3582
H 2.30 -0.60 0.26  0.3314
H -0.88 -1.58 0.77  0.3891
H 0.78 -2.01 0.63  0.3788
H -0.30 -1.89 -0.85  0.3287

Properties
Maximum force   0.0751 Eh/bohr
Orbital gap   7.65 eV
M   100.19 g mol⁻¹
Lowest unoccupied orbital energy   -0.30 eV
Structure (SMILES)   CC(C)=CC=S
Charge   0
Total energy   -16147.8465 eV


Values of ΔE to the lowest compared entry with this formula, charge and spin, in order: 1.947, 4.188, 3.446, 6.808, 2.721, 1.591, 2.556, 1.791, all in eV.